# 1
Computed, not measured: a 13-piece molecular cluster, C64H146O38P6S7 overall, with wB97M-V/def2-TZVPD.

ORCA input file:
```
! wB97M-V def2-TZVPD RIJCOSX def2/J DEFGRID3
* xyz 1 2
C -26.6741 18.6949 -22.4615
C -27.8512 19.3860 -23.2405
C -29.1898 19.1892 -22.5176
S -28.8002 18.4168 -20.9096
O -28.7610 16.9591 -20.8898
O -29.3968 19.2129 -19.8341
C -27.0278 18.8762 -20.9692
H -25.7294 19.1144 -22.8074
H -26.5465 17.6312 -22.6629
H -28.0013 19.0554 -24.2683
H -27.7084 20.4631 -23.1530
H -29.8554 18.4423 -22.9505
H -29.6571 20.1455 -22.2828
H -26.4247 18.2310 -20.3304
H -26.8572 19.9418 -20.8158
C -29.6500 17.0373 -17.4368
C -29.4521 15.5006 -17.6067
C -28.3502 15.0893 -16.5791
S -27.0959 16.5168 -16.5162
O -25.9803 16.1415 -17.3785
O -26.9375 16.7889 -15.0718
C -28.2022 17.7197 -17.3613
H -30.1461 17.2297 -16.4855
H -30.2016 17.5373 -18.2330
H -29.3607 15.2420 -18.6616
H -30.4078 15.0335 -17.3690
H -27.8288 14.1372 -16.6787
H -28.7692 15.0608 -15.5732
H -27.7636 17.6780 -18.3583
H -28.0981 18.7374 -16.9850
C -22.0927 17.2758 -17.0266
C -20.9345 16.8478 -17.9808
C -20.4438 18.0504 -18.8175
S -22.0508 19.0296 -19.1074
O -22.7959 18.4427 -20.2120
O -21.7410 20.4872 -19.0507
C -22.7688 18.5375 -17.4828
H -21.5355 17.5116 -16.1199
H -22.7312 16.3994 -16.9162
H -21.3452 16.0888 -18.6466
H -20.1557 16.3277 -17.4230
H -19.7425 17.8489 -19.6273
H -19.7951 18.6545 -18.1832
H -23.8555 18.5824 -17.5546
H -22.4054 19.3330 -16.8322
C -23.6294 14.4575 -22.3307
C -23.4016 15.6801 -21.3797
C -24.6242 15.7067 -20.4877
S -24.9325 13.8562 -20.1299
O -26.3947 13.5304 -20.2436
O -24.2415 13.5137 -18.8916
C -23.9067 13.2505 -21.5158
H -22.7086 14.1189 -22.8056
H -24.5025 14.4702 -22.9831
H -23.1436 16.6014 -21.9018
H -22.5461 15.3907 -20.7694
H -25.4758 16.0999 -21.0428
H -24.7321 16.3129 -19.5883
H -24.4184 12.4262 -22.0126
H -22.9855 12.9327 -21.0275
C -22.1469 11.0805 -16.7217
C -21.0302 11.3530 -15.6668
C -20.1687 12.5268 -16.1930
S -20.0570 12.3664 -17.9992
O -18.8448 11.6449 -18.4001
O -20.4286 13.6492 -18.6378
C -21.5191 11.1774 -18.1249
H -22.9483 11.8152 -16.6434
H -22.5748 10.0846 -16.6063
H -20.4293 10.4508 -15.5518
H -21.4076 11.4608 -14.6499
H -19.1566 12.6442 -15.8058
H -20.6547 13.5010 -16.1397
H -21.1386 10.1854 -18.3685
H -22.1439 11.6069 -18.9080
C -20.9741 10.3128 -25.3774
C -21.6571 11.4136 -24.6394
C -21.7109 12.7270 -25.4781
S -20.2198 12.5290 -26.6789
O -19.2515 13.5973 -26.3403
O -20.7643 12.5081 -28.0598
C -19.6917 10.8777 -25.9868
H -21.5249 9.8540 -26.1985
H -20.6929 9.5757 -24.6252
H -20.9597 11.6024 -23.8232
H -22.5786 11.1568 -24.1171
H -21.6122 13.6174 -24.8573
H -22.5173 12.8421 -26.2023
H -18.9255 11.0270 -25.2260
H -19.1945 10.4397 -26.8523
C -19.6543 17.4244 -22.4535
C -18.9302 17.3128 -23.7222
C -19.0857 15.9240 -24.3478
S -19.1188 14.8274 -22.8701
O -17.7631 14.4326 -22.6408
O -20.1648 13.8419 -23.0605
C -19.5179 16.1037 -21.6248
H -20.6857 17.7065 -22.6654
H -19.3973 18.2770 -21.8250
H -17.8758 17.5134 -23.5326
H -19.1149 18.0932 -24.4604
H -18.3816 15.4793 -25.0511
H -20.1073 15.9001 -24.7272
H -18.7384 16.2376 -20.8748
H -20.5129 15.8606 -21.2520
C -24.7387 9.5049 -26.4834
C -25.3102 10.6571 -27.3000
O -26.2264 11.3454 -26.5258
P -25.9219 12.7376 -25.7456
O -24.7027 13.5163 -26.1781
O -27.3414 13.5579 -25.8036
C -27.4676 14.8741 -25.2927
C -27.9040 14.9710 -23.8015
O -25.8838 12.3224 -24.1327
C -27.0182 11.6865 -23.5418
C -26.7944 10.2688 -23.0848
H -25.5130 8.7381 -26.4618
H -24.0039 9.0058 -27.1151
H -24.4320 9.8794 -25.5068
H -24.4877 11.2585 -27.6872
H -25.7662 10.2527 -28.2036
H -26.5579 15.4065 -25.5702
H -28.2708 15.2726 -25.9125
H -28.4873 15.8718 -23.6109
H -28.5302 14.1307 -23.5016
H -27.1002 14.9010 -23.0687
H -27.2017 12.2430 -22.6226
H -27.9437 11.7167 -24.1168
H -26.5176 9.5484 -23.8547
H -26.0211 10.2498 -22.3168
H -27.7208 9.9179 -22.6301
C -18.9099 9.1851 -20.4583
C -20.2089 9.5735 -21.1917
O -21.1612 8.7267 -20.6512
P -22.7964 8.7704 -21.2019
O -23.3301 10.1046 -21.5327
O -22.9129 7.7050 -22.4034
C -23.9554 7.6615 -23.3494
C -25.1276 6.8449 -22.8078
O -23.5851 8.0373 -19.9941
C -22.9440 7.2650 -18.9264
C -22.7262 5.8222 -19.4637
H -18.7254 8.1192 -20.5922
H -18.0145 9.6581 -20.8617
H -18.8909 9.2873 -19.3733
H -20.4248 10.6154 -20.9554
H -20.1500 9.4378 -22.2716
H -24.2446 8.7123 -23.3664
H -23.5986 7.4275 -24.3524
H -25.9461 6.7178 -23.5162
H -24.7944 5.8208 -22.6394
H -25.6152 7.1760 -21.8909
H -22.0332 7.7224 -18.5399
H -23.6509 7.1431 -18.1057
H -23.6413 5.2940 -19.7312
H -22.0670 5.8995 -20.3284
H -22.2248 5.2256 -18.7017
C -24.5556 16.6786 -9.6698
C -23.3455 17.0870 -10.5562
O -23.2535 16.2150 -11.6302
P -22.1157 16.2650 -12.7294
O -21.9020 17.6230 -13.2874
O -20.8688 15.6223 -11.9014
C -19.7177 15.1542 -12.6163
C -18.8198 16.3936 -12.8500
O -22.5606 15.1067 -13.7803
C -23.8703 15.2060 -14.2905
C -23.9834 14.0397 -15.3239
H -25.4158 17.2913 -9.9394
H -24.6833 15.6146 -9.8691
H -24.3878 16.7278 -8.5939
H -23.3590 18.1418 -10.8304
H -22.3696 16.9949 -10.0796
H -19.1232 14.3958 -12.1069
H -20.0326 14.6160 -13.5103
H -18.8045 16.8307 -11.8516
H -17.7836 16.1006 -13.0188
H -19.2665 17.0515 -13.5955
H -24.7164 15.2403 -13.6042
H -24.0206 16.1462 -14.8211
H -25.0257 13.7939 -15.5267
H -23.5743 14.1293 -16.3302
H -23.5971 13.1400 -14.8450
C -35.1920 14.9812 -18.2368
C -33.8687 14.8743 -18.8533
O -33.8030 15.8222 -19.9553
P -33.7249 15.1963 -21.4252
O -33.6823 16.2523 -22.5103
O -32.4414 14.2508 -21.2926
C -31.1776 14.8568 -21.1606
C -30.0324 13.8045 -21.1631
O -35.0570 14.2357 -21.4766
C -35.2686 13.3002 -22.4865
C -36.2973 12.2719 -21.9302
H -35.9746 14.7636 -18.9637
H -35.2681 14.1990 -17.4814
H -35.3646 15.9206 -17.7116
H -33.2459 15.2009 -18.0206
H -33.6939 13.8404 -19.1508
H -30.9946 15.5850 -21.9509
H -31.1142 15.3595 -20.1956
H -29.0550 14.2710 -21.0396
H -30.0147 13.2691 -20.2138
H -30.0128 12.8835 -21.7458
H -35.6808 13.8230 -23.3495
H -34.4262 12.8468 -23.0088
H -35.8364 11.5800 -21.2252
H -37.0918 12.8057 -21.4086
H -36.8168 11.6721 -22.6775
C -29.9669 11.7533 -17.4156
C -30.9432 10.5617 -17.5593
O -30.4486 9.5369 -16.7037
P -29.3933 8.4458 -17.1137
O -29.7978 7.5555 -18.2083
O -28.0792 9.3551 -17.5477
C -27.3711 8.8614 -18.6431
C -26.4356 9.9728 -19.0427
O -28.8837 7.7029 -15.7548
C -28.4982 6.3693 -15.7469
C -26.9515 6.4377 -15.4826
H -30.4083 12.5665 -17.9918
H -29.9244 12.1291 -16.3934
H -28.9808 11.4726 -17.7858
H -31.9281 10.8126 -17.1655
H -31.1310 10.2906 -18.5982
H -26.7672 7.9721 -18.4628
H -28.0436 8.6606 -19.4771
H -25.4675 9.8066 -18.5703
H -26.2835 9.8854 -20.1185
H -26.7890 10.9693 -18.7773
H -29.0332 5.8377 -14.9600
H -28.7466 5.8524 -16.6738
H -26.5294 5.4424 -15.3437
H -26.3991 6.9436 -16.2745
H -26.7309 6.9885 -14.5683
C -21.2645 20.7674 -27.9876
C -20.9275 19.4363 -27.3744
O -20.9745 18.3494 -28.3234
P -22.3640 17.4614 -28.6124
O -23.4974 18.2613 -29.0732
O -21.9477 16.2375 -29.6042
C -21.1811 15.1110 -29.1884
C -19.8458 15.3459 -29.8619
O -22.5778 16.7297 -27.1276
C -23.6434 17.0077 -26.3083
C -23.2737 16.5848 -24.8240
H -21.2479 21.6421 -27.3375
H -20.4837 20.9532 -28.7251
H -22.2295 20.7446 -28.4939
H -19.9062 19.4335 -26.9936
H -21.6209 19.2493 -26.5544
H -21.2626 15.1466 -28.1020
H -21.7204 14.2788 -29.6408
H -19.9769 15.4715 -30.9366
H -19.3593 16.2532 -29.5038
H -19.1291 14.5463 -29.6744
H -23.7245 18.0826 -26.4697
H -24.5922 16.4834 -26.4222
H -24.0307 16.9297 -24.1196
H -23.3078 15.4960 -24.8613
H -22.2932 16.8522 -24.4299
*
```

Properties
orbital gap (alpha / beta) = 9.088 / 2.710 eV
LUMO (alpha / beta) = -2.3 / -8.7 eV
expectation value of S² = 0.760

# 2
Computed, not measured: C3H4GaO3 as an isolated structure, with wB97M-V/def2-TZVPD.

ORCA input file:
```
! wB97M-V def2-TZVPD RIJCOSX def2/J DEFGRID3
* xyz 1 1
O -1.7575 1.8553 0.4057
C -2.0137 0.9135 -0.4586
O -3.1299 0.5626 -0.8319
C 1.7163 -0.1350 0.2922
C 0.6748 -1.0575 0.0541
O -0.8826 0.3270 -0.9038
Ga -0.0220 1.1772 0.5828
H 2.2367 -0.1905 1.2554
H 2.3050 0.2061 -0.5662
H -0.2656 -1.6151 -0.0277
H 1.1385 -2.0436 0.1981
*
```

Properties
orbital gap (alpha / beta) = 5.041 / 5.034 eV
energy relative to the best compared isomer or geometry (same formula, charge and spin) = 5.2455 eV
LUMO (alpha / beta) = -8.8 / -8.8 eV

# 3
Computed, not measured: C4H2O2 in the gas phase, with wB97M-V/def2-TZVPD.

ORCA input file:
```
! wB97M-V def2-TZVPD RIJCOSX def2/J DEFGRID3
* xyz 0 1
O -2.1440 0.5824 0.8831
C -1.8556 -0.2353 0.0450
C -0.5204 -0.8201 0.0324
C 0.6625 -0.5735 -0.0533
C 1.8469 0.2687 -0.0420
O 2.9937 -0.0556 -0.1930
H -2.5066 -0.4826 -0.8055
H 1.5235 1.3160 0.1333
*
```

Properties
SMILES string = O=CC#CC=O
orbital gap = 9.977 eV
energy relative to the best compared isomer or geometry (same formula, charge and spin) = 0.8395 eV
LUMO = -1.0 eV

# 4
Computed, not measured: a 2-piece molecular cluster, C2H5N2O3 overall, with wB97M-V/def2-TZVPD.

ORCA input file:
```
! wB97M-V def2-TZVPD RIJCOSX def2/J DEFGRID3
* xyz -1 1
C -0.3772 0.7616 -1.7720
N -0.9642 1.9296 -1.3911
O -0.7406 0.1198 -2.7364
H 0.4793 0.4851 -1.1501
H -0.8089 2.2095 -0.4349
H -1.8757 2.1251 -1.7703
N 1.1506 -1.7728 1.9164
C 0.4667 -0.8510 1.0721
O 0.7988 0.3521 1.2111
O -0.3529 -1.3390 0.2701
H 1.5364 -1.3651 2.7472
H 0.6878 -2.6550 2.0381
*
```

Properties
orbital gap = 8.520 eV
energy relative to the best compared isomer or geometry (same formula, charge and spin) = 0.8598 eV
LUMO = 4.3 eV

| no. | largest force on an atom (eV/Å) | calculated total energy (Ha) |
| --- | --- | --- |
| 1 | 5.2 | -10220.7349 |
| 2 | 6.4 | -2266.7112 |
| 3 | 0.8 | -303.9790 |
| 4 | 0.6 | -414.5452 |